Density functional theory data (the ωB97M-V functional and the def2-TZVPD basis) for 2 unconnected molecules or ions with the total composition C27H41BF8INO5.

## Properties
- total energy (eV) = -70908.09639
- net charge = 0

The geometry in XYZ format:
```
84
Properties=species:S:1:pos:R:3:forces:R:3
C 4.59942 2.63470 1.48393 0.1552 -0.4608 -0.4184
H -1.72065 0.69465 -0.48374 -0.0446 -0.2242 -0.1390
H 0.49073 0.69425 -0.29552 0.1275 -0.2042 -0.5937
C -0.68975 2.15120 0.65277 0.3758 -0.5929 -0.0380
H 6.58690 1.47627 4.52921 0.0397 0.3285 0.1005
C -4.05828 1.42359 1.79247 -0.5126 0.0116 -1.3359
C 6.10649 0.38366 0.67204 0.5321 0.3111 -0.4163
C 5.38712 1.25319 -0.30973 0.2434 0.0333 -0.5524
C 7.86592 -3.06834 0.41259 0.7145 0.1951 0.0877
H 6.95265 -3.52216 0.78170 -0.2084 0.0038 0.0484
C 1.83376 2.11199 0.51439 0.2758 -0.5945 -0.6254
C -5.44552 -0.05616 -4.54004 -0.6872 0.1929 -0.3057
C -5.24716 -3.23714 -0.39456 0.0498 0.3896 -0.2481
C -3.24770 1.81498 0.53629 0.6762 -0.4141 0.8087
H 8.65997 -3.42657 1.06505 0.1517 -0.0353 0.0977
F -9.36949 -2.39039 -5.26883 -0.1228 -0.0062 -0.0478
H 8.19698 -0.23892 -1.13994 0.0116 0.1056 -0.1889
C 5.91111 2.31029 2.10280 0.1801 0.5412 0.4794
H 8.08780 -3.44090 -0.58766 -0.2038 -0.1449 -0.1519
C -5.27624 0.01808 -3.01560 0.4232 -0.0687 0.2836
H 3.91054 3.27136 2.01226 0.0599 0.3531 0.0996
N 7.80830 -1.60444 0.44637 -0.7966 -0.5900 -0.6605
F -6.03144 1.06624 -5.00370 -0.0915 0.0669 0.1440
C -5.62464 -2.04433 1.57019 -0.4329 0.2801 -0.1269
O 5.67068 1.26318 -1.49825 -0.3900 -0.1533 0.8585
B 6.48333 -1.07567 0.18940 0.2069 0.2770 0.0739
H 1.70564 2.93095 1.21535 0.0081 0.2878 -0.0404
C 8.72792 -0.96318 -0.52552 0.1604 0.4447 0.7159
F -8.76729 0.82091 -4.00713 0.3673 0.0172 0.1666
H 7.87965 -0.45619 2.61716 -0.1512 -0.4608 -0.2890
C -5.19442 -0.82109 2.34049 0.0272 -0.1982 -0.2647
O 5.49816 -1.74333 -0.50831 -0.3862 0.0255 0.7910
H 8.60221 0.60961 5.98577 0.0772 0.0103 0.1478
H -6.03423 -2.77060 -0.99714 -0.2244 -0.0354 0.0416
F -4.64985 1.17534 -2.69844 0.0467 0.0233 -0.1948
C 7.89556 0.03585 5.39008 0.3359 0.7127 -0.1026
H -5.64418 -1.42776 -6.10877 -0.0166 0.0866 -0.0146
H 2.09412 1.23531 1.10359 -0.0814 -0.0446 0.3598
H -5.89437 -0.72141 3.16631 -0.0418 0.1287 0.2122
F -10.41918 -0.52272 -3.54122 0.0245 -0.1118 -0.0184
C -8.58413 -1.46865 -4.67248 0.8009 -0.3650 -0.2441
H 2.93465 3.35973 -0.81268 0.2570 0.0871 -0.3082
H 2.95002 1.65120 -1.26815 0.0475 -0.0139 -0.2487
O -4.71965 -2.30916 0.52085 0.2272 -0.2020 0.1762
C 4.32307 2.11749 0.28348 -0.2389 0.4598 0.1596
O 6.58651 3.14997 2.67296 -0.4698 -0.5821 -0.2153
O -7.52881 -1.23322 -5.53290 0.0282 0.7539 0.4949
H -5.17679 0.14250 0.41124 0.1629 -0.0675 -0.1996
F -4.17479 -0.07243 -5.03434 0.1045 -0.1875 0.0946
C 3.02270 2.34349 -0.43646 -0.2618 0.0342 0.4787
C -5.19470 0.42970 1.45498 0.0345 0.1672 1.0368
H 5.27765 -2.58502 -0.09823 0.0759 -0.2881 -0.4248
H -3.75738 1.53664 -0.37655 -0.4024 0.1371 -0.0618
F -6.44490 0.00729 -2.35556 -0.4870 -0.0907 -0.1822
H -4.51644 2.32395 2.18831 0.1092 0.0855 0.3913
C 0.52790 1.77565 -0.22076 -0.1763 0.2447 1.3274
H -5.93744 -2.19058 -4.57676 -0.0729 0.0898 0.2608
H 9.18739 -1.69286 -1.18388 -0.0693 -0.1968 -0.0957
H -4.44841 -3.51847 -1.07161 0.1791 -0.1885 -0.0134
H 8.22471 1.60765 3.92874 0.1117 0.0709 -0.2272
H -1.75802 0.35090 1.22522 -0.0184 -0.1539 0.1476
H 8.40150 -0.87496 5.08758 -0.0537 -0.2328 -0.0560
C -6.14785 -1.29011 -5.15339 -0.1015 -0.6336 -0.2272
H 9.52182 -0.42320 -0.01343 0.1834 0.0135 0.0535
H -5.74305 -2.90603 2.23346 0.1356 -0.2006 -0.0370
H -3.37431 0.99404 2.51425 0.0048 0.0508 0.3569
I 5.52973 -1.36578 3.61991 0.1342 -0.1164 -0.1847
F -8.16648 -2.01058 -3.51369 0.0325 0.2500 0.1406
C 6.35651 0.88664 1.89458 0.1104 -0.2240 -0.6733
H -4.66537 -0.81319 -2.65091 0.0201 -0.0378 -0.1052
C -1.84816 1.14902 0.49615 -0.1460 0.9735 -0.7673
H 7.04634 -0.17420 6.02636 -0.0808 -0.3921 0.0999
H -0.34953 2.13294 1.68606 -0.0481 0.1484 0.2432
H -0.99288 3.17140 0.43659 -0.1783 0.1261 -0.0447
H 0.46671 2.24263 -1.19803 -0.0094 -0.0443 -0.2319
H -9.94723 0.05161 -5.39781 0.0061 -0.1142 -0.0342
C 7.45034 0.90234 4.20870 -0.5796 -0.6107 0.1493
H -5.65357 -4.11900 0.09886 -0.0001 -0.1726 0.0624
H -6.60888 -1.83457 1.12948 -0.1382 -0.0678 0.0185
C 7.02394 0.09492 2.97873 0.1525 0.7963 0.7986
H -6.13884 0.94038 1.63325 -0.2030 0.0365 -0.2541
H -4.21386 -0.98448 2.78240 0.1820 -0.1043 -0.0226
C -9.46878 -0.22923 -4.45736 -0.2554 0.1001 -0.1531
H -3.11280 2.89211 0.54201 0.0117 0.1752 -0.2218
```
Positions in Å, forces in eV/Å.

Results of the Löwdin charge analysis, in e, for atoms 1 through 8:
1. C 0.072
2. H 0.097
3. H 0.106
4. C -0.206
5. H 0.098
6. C -0.179
7. C 0.009
8. C -0.285

---

Density functional theory data (the ωB97M-V functional and the def2-TZVPD basis) for a molecular structure, C39H26F15GeN2STi.

## Properties
- total energy (eV) = -175048.40904
- net charge = +3
- energy above the lowest of the compared OMol25 structures with the same formula, charge and spin (eV) = 0.000

The geometry in XYZ format:
```
85
Properties=species:S:1:pos:R:3:forces:R:3
C 0.38136 -2.25267 2.61491 -0.1455 0.1382 0.0261
F -6.05630 2.26623 -2.10602 -0.0040 0.0064 -0.0256
C 3.73890 1.38159 4.14988 0.0257 -0.0254 -0.0331
H -2.98024 -1.77805 2.10775 0.0227 0.0276 -0.0188
H 2.78579 -1.35715 0.40592 -0.0094 -0.0019 -0.0343
C -5.04555 1.53775 -0.12908 0.0195 0.0228 -0.1010
H 2.65868 -3.95315 -0.95901 -0.0207 0.0324 0.0105
C -1.06992 0.77258 -4.41266 -0.0292 -0.0390 0.2483
C 0.77536 3.03800 -0.95889 -0.0108 0.0613 -0.1205
C -0.24285 1.30530 -5.39271 -0.1276 -0.1143 -0.0439
C 1.39315 4.21482 -0.59610 -0.0086 -0.1238 0.0398
C -2.02547 -0.16617 -4.78479 0.1177 0.0562 -0.1748
Ge -0.92324 1.26703 -2.57070 -0.1406 0.2471 0.1709
F -3.90585 0.82950 1.82770 -0.0528 0.0175 -0.0174
Ti 0.20293 -0.45070 0.52049 0.9171 -1.0920 -0.0753
C 0.20035 -3.19865 -0.04576 -0.2886 0.1951 -0.1799
C 4.63403 0.69580 3.37457 -0.0401 0.0102 -0.0133
C 1.95696 0.80112 2.60129 0.0273 -0.0172 -0.0316
H -2.14438 -2.23809 3.56802 0.0267 0.0059 -0.0009
H 2.49898 -3.17354 3.92806 -0.0002 0.0001 -0.0001
F 1.77845 6.46966 -1.06932 0.0287 0.0360 0.0141
C 1.20862 5.33684 -1.39614 -0.0578 -0.0520 -0.0353
C -4.98291 1.84640 -1.48566 0.0239 -0.0339 0.0890
C -3.77523 1.71981 -2.16268 0.0036 -0.0057 0.1118
H -1.24630 1.55214 2.52248 0.0153 -0.0118 0.0208
N 2.38661 -0.43490 0.56882 -0.0342 0.2331 -0.1632
C 1.37512 -3.40000 0.70076 0.0616 0.1726 0.0251
F 0.73340 2.14269 -5.04210 0.0120 0.0587 -0.0217
C -2.24493 -2.55040 -0.18372 -0.0083 -0.0398 -0.0682
H -2.73171 -3.52162 -0.05616 -0.0041 0.0006 0.0323
F 0.37873 1.47727 -7.65137 0.0223 0.0145 -0.0090
C 0.46238 -1.78488 4.04116 -0.0020 0.0228 -0.0226
H 1.69183 2.71241 5.39959 -0.0059 0.0106 0.0087
F -3.11793 -1.41848 -6.44716 -0.0140 -0.0121 0.0079
C -0.40192 0.96318 -6.72415 0.0291 0.0384 0.0711
C -0.20668 4.05451 -2.84729 0.0886 -0.0115 0.1461
C 2.64333 -3.35168 2.86887 -0.0138 -0.0157 0.0247
F 0.20552 6.32787 -3.26405 -0.0151 0.0101 -0.0140
C 1.40454 2.18677 4.49724 -0.0187 -0.0312 -0.0378
H 2.85177 -4.41408 2.73733 0.0109 -0.0106 -0.0015
H -0.25507 -1.00052 4.26316 -0.0075 -0.0057 -0.0155
H 3.54448 -2.81720 2.55781 0.0097 0.0171 -0.0057
F -1.54497 -0.28588 -8.33028 -0.0073 -0.0056 -0.0092
H 0.97800 -4.08712 -1.86408 -0.0045 -0.0180 0.0054
C -0.83692 -2.09869 1.89342 -0.2092 -0.0919 0.0885
H -2.93325 -1.79472 0.18291 0.0178 -0.0006 -0.0090
C -2.20604 -0.52980 -6.10367 0.0217 0.0381 0.0736
C -2.61250 1.27418 -1.54276 0.2528 0.0033 -0.1859
N 0.64879 0.80350 2.18486 -0.2996 0.1952 0.1310
H 2.70504 0.13575 -0.21804 -0.0815 0.0427 0.0317
H 2.43297 -5.19902 0.24654 -0.0043 -0.0130 0.0111
F -2.77345 -0.74550 -3.82954 -0.0314 0.0369 -0.0088
H 5.67665 0.64617 3.65499 0.0062 -0.0023 0.0192
C 4.21332 0.07263 2.18076 -0.0397 0.0220 -0.0128
C 0.39909 5.26017 -2.52545 0.0171 -0.0001 0.0063
C -1.39219 0.05161 -7.07447 -0.0168 -0.0258 0.0169
C -3.89873 1.11069 0.52784 0.2070 -0.0657 0.1103
H 4.06569 1.87819 5.05409 -0.0079 0.0190 0.0098
H -0.45813 -3.10902 -2.10184 -0.0047 0.0128 0.0135
F -1.59385 0.57909 0.55150 -0.0831 0.0614 -0.0566
C -0.92741 -2.56033 0.55425 -0.1990 -0.0158 0.0785
H 3.48639 -3.84497 0.59012 0.0106 -0.0122 0.0237
C 0.11185 2.23005 4.03841 0.0534 0.0239 0.0118
S 0.20524 -0.53903 -1.68561 -0.1029 0.0374 0.1678
F -6.16815 1.65931 0.53261 -0.0109 -0.0022 0.0087
F 0.94701 1.95414 -0.12284 0.0890 0.1315 -0.0379
C 2.37597 1.46113 3.77362 -0.0168 -0.0011 -0.0517
H -0.58818 -4.68103 -1.34175 -0.0257 -0.0067 0.0265
C 1.44639 -2.97152 2.04858 -0.0102 0.1442 -0.0909
F 2.13664 4.27093 0.50316 0.0070 0.0200 0.0062
C 2.89809 0.12679 1.81213 0.1117 -0.0087 0.1250
C -2.05893 -1.63894 2.65998 0.0164 -0.0256 0.0178
F -1.02167 4.00041 -3.89512 0.0160 -0.0133 -0.0428
F -3.73283 2.06739 -3.44168 -0.0118 -0.0437 -0.0129
C -2.73900 0.99639 -0.20601 -0.1047 0.0199 -0.1845
H -2.00511 -0.59712 2.97531 -0.0109 -0.0054 0.0159
C 2.55051 -4.11940 0.10953 0.0585 0.0027 -0.0674
H 4.94005 -0.42876 1.55144 0.0166 -0.0041 0.0069
C -0.00887 2.90965 -2.08560 -0.1299 -0.1527 -0.1202
H 0.24661 -2.61842 4.71578 -0.0039 -0.0113 0.0034
C 0.03985 -3.78814 -1.41241 0.0630 -0.0516 -0.0137
H -2.11987 -2.39197 -1.25157 0.0105 -0.0007 0.0272
C -0.22589 1.52572 2.88072 0.0410 -0.0147 0.0729
H 1.45701 -1.41907 4.28619 0.0126 0.0023 0.0147
H -0.64999 2.79722 4.55372 -0.0154 -0.0126 -0.0022
```
Positions in Å, forces in eV/Å.

Results of the Löwdin charge analysis, in e, for atoms 1 through 8:
1. C -0.177
2. F 0.203
3. C 0.035
4. H 0.087
5. H 0.108
6. C -0.106
7. H 0.093
8. C -0.171